(1)
Entry from OMol25: 8 unconnected molecules or ions with the total composition C11H35F3N4O10S at a distorted geometry (ωB97M-V/def2-TZVPD).

The geometry in XYZ format:
```
64
Properties=species:S:1:pos:R:3:forces:R:3:mulliken_charge:R:1
H 4.1800 -28.3308 17.1769 -0.918 0.268 1.030 -0.0502
H 4.6607 -30.0044 19.6569 -0.560 0.010 -0.077 -0.1602
N 4.4979 -25.2592 18.5827 -1.313 0.523 0.771 -0.2794
C 3.3261 -30.4757 23.2836 -0.438 1.520 -0.693 -1.0183
H 1.2367 -26.2026 16.2105 0.225 -0.019 0.079 0.0683
C -0.4047 -25.0084 16.9888 -1.200 -0.916 0.785 0.4594
C 6.7847 -31.1316 22.0841 -1.245 1.338 -1.048 -0.0945
C -1.2487 -25.6857 15.9556 0.230 -0.486 -0.965 -1.4523
H 1.9127 -33.0868 17.2224 0.572 -0.268 0.180 0.2878
C 1.0354 -25.5435 17.0548 -0.968 0.737 0.217 0.1880
N 4.9283 -30.9711 19.4550 -1.954 -0.354 -0.405 -0.0407
H 4.0976 -26.2018 18.7915 0.665 -0.689 0.119 0.0284
H 4.7324 -25.2124 17.5944 0.121 0.421 0.052 0.3496
H 7.0404 -28.8324 20.6990 -0.275 -1.205 0.823 0.1463
H -0.9398 -25.1640 17.9317 0.370 0.200 0.171 0.2008
H 5.0287 -29.6118 24.1386 0.532 -0.069 0.035 0.2667
C 2.4682 -32.2835 16.7378 -1.501 -0.111 -0.620 -0.3583
S 0.7817 -30.4063 17.1618 -0.688 -0.997 -0.934 0.9919
H 1.1920 -26.0143 18.0265 0.306 -0.225 -0.178 0.1025
O 0.9988 -29.0892 16.6390 0.864 -0.020 0.248 -0.4495
O 7.2023 -30.7473 20.8570 -0.237 0.101 0.088 -1.0218
H 6.4478 -32.1728 22.1132 0.638 -0.385 0.510 0.3871
O 0.5115 -31.3912 15.8629 -0.732 1.418 2.158 -0.3262
H -1.3287 -26.7478 16.2031 -0.052 0.049 0.223 0.3404
O 4.0353 -28.2596 18.8564 1.007 1.468 -0.494 -0.3614
H 3.0346 -29.7446 22.5138 0.503 -0.129 -0.306 0.1021
H 2.2834 -31.2754 14.8152 -0.093 -0.024 0.001 0.2332
N 6.6741 -27.9345 20.3066 0.549 -0.213 -0.266 -0.2152
H 2.2784 -29.0874 19.4714 -0.210 -0.187 0.354 0.2152
F 8.9120 -31.3924 23.0684 0.104 -0.220 -0.197 -0.2689
H 5.7237 -28.0936 19.9253 -0.182 0.061 -0.339 0.0205
H 4.9189 -31.0332 18.4404 1.250 0.010 0.003 0.2870
O 1.7927 -24.3406 16.9648 1.581 -0.918 0.434 -0.3692
H 6.6763 -27.1836 20.9925 0.185 -0.172 0.161 0.4128
H 3.5078 -32.4998 16.5097 0.143 0.148 0.558 0.4388
C 2.9841 -28.3289 19.8185 0.271 -1.034 -0.847 -0.6022
H -0.7538 -25.6749 14.9793 -0.166 0.272 -0.069 0.3540
O 1.4137 -22.1494 16.6677 0.236 -0.363 0.385 -0.5045
H 1.4535 -32.8605 14.8989 0.197 0.070 -0.030 0.3603
H 2.8416 -31.3958 22.9662 0.134 -0.238 0.525 0.3184
N 4.1239 -28.3572 16.1130 0.827 -0.440 0.861 -0.1708
H 3.4553 -28.6750 20.7427 -0.642 0.310 0.414 0.0299
H 4.5978 -29.2396 15.9168 -0.265 0.080 -0.686 0.4102
H 2.8538 -29.9470 24.1145 -0.232 -0.948 0.462 0.4005
H -2.2593 -25.2950 15.8657 0.098 0.192 0.085 0.3817
H 3.7445 -24.5937 18.8074 -0.137 0.106 -0.715 0.3956
H 7.3618 -27.7717 19.5696 -0.250 0.449 -0.079 0.4244
H 5.2403 -24.9509 19.2110 0.403 -0.484 -0.278 0.3894
O -0.2754 -23.6100 16.8044 -0.011 -0.040 -0.117 -0.3281
O 2.2675 -31.0907 17.5321 -0.725 0.911 0.060 -0.2026
H 2.3601 -27.4378 19.9471 0.396 0.298 0.163 0.2079
F 8.0312 -29.4384 23.2930 -0.424 -0.188 -0.545 -0.2858
H 5.0730 -31.3939 24.0514 0.322 0.040 -0.020 0.3814
H 5.7602 -31.1325 20.0883 1.885 -0.021 -0.220 0.2600
C 1.7191 -31.9625 15.4578 0.753 -0.758 -0.788 -0.4176
C 7.7486 -30.7728 23.2309 0.800 0.377 0.181 0.7832
O 5.5292 -30.3776 22.2473 -0.332 0.061 1.127 -0.1783
H 4.1648 -31.6228 19.6511 -0.052 0.367 0.830 0.3870
O -0.2173 -30.5599 18.1755 1.559 -0.391 -1.036 -0.5365
C 1.0058 -23.2523 16.8268 -0.532 1.261 -0.879 0.5633
C 4.8262 -30.4813 23.5161 -0.876 -0.149 -0.670 -0.3071
H 4.6802 -27.5843 15.7583 -0.260 -0.056 -0.518 0.4119
H 3.1405 -28.3578 15.8352 -0.062 -0.044 -0.103 0.2576
F 7.2975 -31.0849 24.4486 -0.194 -0.303 0.030 -0.2438
```
Positions in Å, forces in eV/Å.

## Properties
electronic energy = -57380.3134 eV
HOMO = -14.042 eV
charge = +2
frontier orbital gap = 0.264 hartree



(2)
Entry from OMol25: a molecular structure, C11H36AgF2NO15S2 at a distorted geometry (ωB97M-V/def2-TZVPD).

The geometry in XYZ format:
```
68
Properties=species:S:1:pos:R:3:forces:R:3:mulliken_charge:R:1
O -2.3866 -11.7216 2.4767 -0.329 -0.156 0.240 -0.5376
O 1.7255 -10.6576 0.8113 0.452 0.073 -0.668 -0.4333
H -0.4927 -17.7720 4.6027 0.077 -0.168 0.059 -0.0336
O -4.1172 -16.8368 6.0968 0.089 -0.446 0.386 -0.4213
C 1.9569 -14.4356 4.2060 0.751 1.797 -1.103 -0.1690
H 2.0544 -13.3494 4.0296 -0.131 0.016 0.198 0.3002
H -3.9718 -10.3754 2.4300 -0.043 -0.540 0.349 0.4551
C -0.3518 -18.0783 3.5354 -0.053 0.195 0.330 -0.1431
C -2.0669 -9.4202 5.7588 -0.024 -0.691 -1.331 0.0010
H 0.5925 -13.8516 6.8315 -0.181 0.083 -0.131 -0.0342
Ag -0.9589 -15.8414 1.7100 -0.228 -1.173 0.312 0.4414
O 0.4356 -17.1581 2.8883 0.037 0.180 -0.499 -0.8289
C 1.8520 -10.2838 -0.5632 -1.066 -0.355 0.797 -0.5780
H -3.5514 -18.0407 7.6774 0.153 -0.017 -0.010 0.3257
F -0.4973 -12.4677 1.3101 0.148 -0.601 0.241 -0.4058
C -1.7758 -18.3366 2.9690 -0.402 0.404 -1.562 -0.5254
H -2.9778 -9.1881 5.1868 -0.171 0.952 0.786 0.1561
H -2.2992 -13.8952 7.3321 -0.100 -0.382 -0.203 -0.1252
H -4.5699 -14.1221 7.9139 0.018 -0.003 -0.262 0.2705
H -1.5917 -18.9592 2.0452 0.039 -0.423 0.304 0.4276
C -7.3388 -14.2071 0.9735 -3.014 -0.669 0.470 -0.3237
O 1.8469 -13.0072 8.2837 -0.029 -0.154 -0.290 -0.6166
O -5.4332 -15.6422 0.2247 -0.663 -0.304 -0.265 -0.6117
S -1.1984 -12.4737 2.7653 0.995 2.125 -1.827 0.6286
H -3.5560 -18.8190 6.1138 0.154 0.128 -0.333 0.2523
C -3.3175 -17.8774 6.6067 -0.249 -0.025 0.472 -0.6309
H 2.4863 -13.5362 7.8007 0.116 0.047 0.072 0.3308
H -2.2843 -10.4177 6.1391 0.532 -0.068 0.133 -0.0487
O -2.3245 -12.9171 5.3042 0.281 1.270 -1.398 -0.4150
H 2.1043 -14.5400 5.2825 -0.460 -0.721 0.015 0.1782
O -3.6261 -14.6177 4.1759 -0.850 0.486 -1.359 -0.5817
C -5.2019 -11.0496 3.8619 0.411 0.696 -0.145 -0.3257
H 0.9849 -14.6509 3.7691 0.103 -0.961 0.508 0.0408
H -4.7966 -12.0606 3.8822 0.119 0.033 -0.317 0.0527
C 0.6761 -12.9505 7.4339 0.189 0.192 0.645 0.0077
H -0.7490 -8.2210 6.5703 -0.075 -0.153 -0.140 0.3308
O -4.8875 -10.2647 2.7126 -0.262 0.119 -0.394 -0.5956
O -7.9552 -15.0475 1.7785 0.501 -0.123 0.824 -0.7453
H -7.9443 -14.2860 0.0402 0.975 0.515 -0.868 0.2562
O 3.0175 -15.0443 3.4406 -0.230 -0.157 0.516 -0.5454
H -1.3507 -9.4524 4.9337 0.321 -0.497 0.333 0.1418
H 1.4477 -11.5800 0.7732 -0.217 0.021 0.591 0.2795
H -2.0800 -15.3652 8.3369 0.204 0.117 -0.007 0.2815
H -2.3741 -18.9474 3.6818 0.354 -0.200 0.192 0.0035
H -2.5181 -13.7678 9.0426 -0.158 -0.338 0.253 0.4220
C -5.7838 -14.4595 0.6427 2.360 0.438 -0.675 0.3763
H -0.1709 -12.8803 8.1139 -0.133 -0.032 -0.154 0.1036
H -6.2881 -11.1128 3.8907 -0.010 -0.002 0.144 0.3434
H -5.1854 -14.1310 1.5165 -0.632 -0.221 0.589 -0.1917
H -4.0484 -16.1551 6.7789 -0.300 0.301 -0.442 0.3517
O -1.6293 -8.5348 6.7827 -0.559 0.382 0.180 -0.5804
H -4.8126 -10.4871 4.7190 -0.278 -0.363 0.364 0.1809
H -7.4214 -13.1603 1.3431 0.676 0.261 -0.190 0.1146
H -2.2490 -17.6518 6.5195 0.021 -0.182 -0.197 0.1450
H 0.7064 -12.0529 6.8173 -0.067 -0.129 -0.213 0.2424
O -4.0069 -14.8875 8.0564 -0.076 0.285 0.491 -0.6020
O -0.2355 -11.8232 3.5970 0.359 -0.075 0.089 -0.6139
F -1.5611 -15.0494 5.1749 0.370 -0.104 -0.604 -0.3423
C -2.6584 -14.4559 8.1963 0.191 0.464 -0.005 -0.2931
H 0.1482 -19.0780 3.5027 -0.096 -0.094 0.372 0.3218
H 0.8769 -10.4429 -1.0390 0.137 -0.002 -0.294 0.2649
H 2.0322 -9.2121 -0.5939 0.476 -0.046 -0.131 0.2129
H 3.8119 -14.6373 3.7948 0.152 -0.085 -0.170 0.2812
S -2.3893 -13.9690 4.3131 0.858 -3.881 2.826 0.7023
O -2.5210 -17.2534 2.5642 0.712 0.256 0.301 -0.6869
H 2.5962 -10.9111 -1.0564 0.240 0.391 -0.236 0.2485
H -5.5332 -13.6662 -0.1138 -0.598 0.193 -0.130 0.1583
N -1.3601 -14.0243 2.9707 -1.883 2.122 2.176 0.3540
```
Positions in Å, forces in eV/Å.

## Properties
electronic energy = -75285.2777 eV
HOMO (alpha / beta) = 1.823 / 1.823 eV
charge = -3
spin multiplicity = 2
frontier orbital gap (alpha / beta) = 0.138 / 0.137 hartree



(3)
Entry from OMol25: 7 unconnected molecules or ions with the total composition C11H36N10O7 at a distorted geometry (ωB97M-V/def2-TZVPD).

The geometry in XYZ format:
```
64
Properties=species:S:1:pos:R:3:forces:R:3:mulliken_charge:R:1
N 35.9064 1.0941 -3.0787 1.722 1.677 -2.873 -0.4087
H 29.1281 3.2236 8.1048 0.273 0.361 -0.738 0.2006
C 27.2111 3.0214 8.0048 -2.445 0.157 0.583 0.6540
H 31.5788 7.5083 3.6790 -0.557 -0.291 0.600 0.2273
N 35.0674 1.2042 -1.0583 -0.468 5.010 4.782 -0.3857
H 28.4724 2.8385 6.4869 0.675 0.010 0.684 0.1599
H 36.0982 0.5084 -3.8789 -0.172 0.629 -0.101 0.2359
N 34.2861 12.9296 7.7523 1.186 2.045 1.299 -0.5152
H 34.6022 13.7824 7.3130 0.169 0.331 0.741 0.2015
H 35.4694 2.1305 -1.0390 -0.133 -0.117 0.740 0.1636
H 26.4661 -0.4869 3.4271 0.070 0.120 0.061 0.3216
H 33.2787 13.7320 5.9634 -0.541 -0.391 -0.962 0.1940
H 30.2524 7.9028 -6.8919 -0.044 0.203 -0.348 0.2116
N 26.5184 2.2353 7.2195 -4.669 -2.733 -2.112 -0.3654
H 40.8825 6.7697 4.5145 0.235 -0.329 0.124 0.3469
H 37.6983 6.1721 2.5377 0.003 -0.118 -0.118 0.3434
C 30.6374 9.8954 -6.8598 0.029 1.423 -3.627 0.5781
H 31.0140 9.0185 -5.0464 -0.103 0.113 -0.421 0.2137
O 38.1893 8.3918 3.6020 -1.216 1.311 -0.206 -0.5553
H 39.0992 5.2387 3.0636 0.014 -0.088 0.099 0.3565
H 40.6395 8.4293 4.7630 -0.706 0.249 0.168 0.3233
C 38.4323 6.0569 3.3352 0.433 -0.058 -0.960 -1.2430
H 25.5223 2.1202 7.3409 0.165 0.228 0.052 0.2117
O 30.6583 10.9650 -7.4755 -0.115 -0.622 0.144 -0.6585
H 34.8935 12.6494 8.5090 -0.151 -0.462 -0.345 0.2451
H 30.9152 10.7264 -5.2179 -0.058 -0.226 0.620 0.2471
C 26.4807 1.9371 1.6006 -0.737 -0.145 1.321 -1.1584
H 26.8701 1.9747 6.3093 -0.267 -0.133 0.431 0.1020
H 31.4985 4.9665 1.6406 0.046 0.158 -0.589 0.1983
H 37.8655 5.7776 4.2234 0.264 0.210 0.294 0.3392
N 30.5640 8.6996 -7.4287 -0.303 -1.831 -2.391 -0.4361
C 40.0849 7.4951 4.6750 0.921 -1.450 -1.140 -1.1748
H 39.5684 7.1410 5.5671 -0.077 0.535 0.132 0.2895
H 25.8105 -0.7580 1.8197 -0.184 0.447 -0.056 0.3873
O 34.9029 -0.6112 -2.0695 -0.668 -4.434 -1.206 -0.6482
H 39.6217 7.7829 2.5425 0.574 -0.959 -0.161 0.2755
C 27.3908 0.7485 1.8433 0.211 0.220 -1.062 0.6758
N 30.7024 9.8114 -5.5889 0.578 1.500 5.939 -0.4018
H 35.8294 2.1010 -3.0938 0.457 -0.293 -0.790 0.1958
H 37.5113 8.1576 4.2399 0.065 -0.182 0.174 0.3243
H 30.8276 5.9381 3.4437 0.312 0.301 -0.214 0.1767
O 34.0761 10.8649 6.8997 -0.208 -0.176 -0.850 -0.6328
H 26.3582 2.1211 0.5332 -0.005 0.390 0.291 0.3006
H 34.8279 0.7391 -0.1943 -0.030 0.188 -0.411 0.2316
H 31.6985 5.9667 0.1882 0.060 -0.640 0.149 0.2166
O 28.5212 1.2305 2.6086 -0.734 -0.854 0.151 -0.5448
C 31.7529 6.9495 1.8827 -1.147 2.288 -1.671 0.6271
C 35.2832 0.5136 -2.1018 -0.704 -2.650 -0.136 0.6157
O 26.8312 3.5711 8.9964 -0.502 0.532 2.002 -0.6153
H 27.3033 -1.4354 2.1731 0.507 0.129 0.268 0.4101
H 28.9516 0.4209 2.8928 0.470 0.041 0.199 0.2847
C 26.7245 -0.5328 2.3691 0.055 0.114 -0.190 -1.3920
H 30.3099 8.7756 -8.4032 0.014 -0.554 0.089 0.2460
H 25.5122 1.7639 2.0698 -0.323 -0.110 -0.310 0.3012
N 28.3629 3.0818 7.4610 6.775 1.567 -0.947 -0.3480
C 33.9278 12.0701 6.7717 0.870 -2.544 2.899 0.6336
O 32.0777 8.0641 1.4668 0.754 -0.989 -0.106 -0.6557
N 31.5141 5.8630 1.1758 0.632 -1.901 -3.092 -0.4061
N 33.3250 12.7324 5.8268 -1.076 0.318 -2.589 -0.3688
H 26.8605 2.7664 2.1974 0.238 0.351 -0.638 0.3055
N 31.2478 6.7759 3.0673 -0.116 1.072 4.924 -0.3840
C 39.1627 7.3885 3.4491 -0.514 0.893 1.598 0.3746
H 33.0852 12.1694 5.0233 -0.247 0.845 -0.209 0.2425
H 27.7467 0.5644 0.8296 0.442 -0.685 0.013 0.1085
```
Positions in Å, forces in eV/Å.

## Properties
electronic energy = -41224.9490 eV
HOMO = -9.778 eV
frontier orbital gap = 0.355 hartree
energy relative to the best compared isomer or geometry (same formula, charge and spin) = 487.2 kJ/mol
structure (SMILES) = NC(N)=O.NC(N)=O.NC(N)=O.NC(N)=O.NC(N)=O.CC(C)O.CC(C)O